# 1
Formula: C4H18Si4
Source: OMol25
Level of theory: the ωB97M-V functional and the def2-TZVPD basis

Results
* Kohn-Sham gap (alpha / beta): 6.22 / 6.76 eV
* ΔE to the lowest compared entry with this formula, charge and spin: 290.18 kJ/mol
* lowest unoccupied orbital energy (alpha / beta): -0.9734 / -0.6382 eV
* E_tot: -35944.966 eV
* E_HOMO (alpha / beta): -7.20 / -7.40 eV

```
! wB97M-V def2-TZVPD RIJCOSX def2/J DEFGRID3
* xyz 0 1
H 5.786 -0.920 -1.198
H 2.253 -1.641 0.427
H -2.162 0.973 -1.124
Si 1.310 -1.037 -0.530
H 2.211 0.528 -3.437
H -1.423 2.660 -1.130
H -2.682 2.028 1.188
H 2.579 1.738 -1.464
H 5.453 -0.798 -3.391
Si 2.735 0.303 -2.062
H -0.564 0.871 -0.936
H -0.908 2.457 1.369
C -2.730 -1.339 0.592
H 0.539 -2.100 -1.387
H -2.089 -2.203 0.364
H -1.295 0.912 3.934
H -2.820 0.702 3.526
H 4.281 -2.080 -2.150
Si 4.768 -0.776 -2.230
C -1.414 1.626 -0.666
C -1.666 1.711 0.815
H -3.237 -1.024 -0.359
Si -1.592 -0.056 1.498
C -1.883 0.152 3.326
H -3.516 -1.946 1.162
H -1.936 -0.744 3.862
*
```

=====

# 2
Formula: C25H44O2P2Pt
Source: OMol25
Level of theory: the ωB97M-V functional and the def2-TZVPD basis

Results
* Kohn-Sham gap (alpha / beta): 3.82 / 6.87 eV
* ΔE to the lowest compared entry with this formula, charge and spin: 92.42 kJ/mol
* <S²>: 6.008
* lowest unoccupied orbital energy (alpha / beta): -7.6019 / -7.8135 eV
* E_tot: -52535.752 eV
* E_HOMO (alpha / beta): -11.42 / -14.68 eV

```
! wB97M-V def2-TZVPD RIJCOSX def2/J DEFGRID3
* xyz 2 5
P 0.064 -3.856 0.442
H -3.140 -0.417 -2.085
H -3.519 -0.213 -0.355
C 3.112 -6.228 -1.531
H 4.630 -1.561 -2.461
H 0.300 3.428 1.350
O -0.080 -0.724 2.567
H 4.554 -5.264 -4.547
H 1.049 -0.363 5.511
H 0.234 -1.804 4.822
H 1.058 -1.050 0.128
C 1.059 -4.701 -1.225
H 2.565 1.448 -1.289
H 3.849 -6.761 -0.915
H -3.055 1.159 1.373
C -1.266 1.318 0.230
C 0.058 1.803 0.010
C 2.389 -5.850 -4.465
H 2.581 -6.993 -2.109
H 1.788 2.911 0.514
C 1.152 -5.468 -3.637
H 0.226 -0.118 -3.634
H 0.834 -6.357 -3.071
H 1.665 -6.326 0.040
Pt 3.164 -3.532 -3.004
H -0.879 1.207 -4.033
P 2.467 -2.261 1.784
H 1.119 1.942 1.849
C -3.106 0.283 -1.243
H -1.942 -5.148 0.628
H 0.101 -1.705 2.314
H -1.306 -1.898 0.386
C 0.858 2.561 0.973
H 4.191 -1.519 -4.215
C 1.315 -4.221 -2.654
C 3.911 -5.310 -2.448
C 1.736 1.779 -1.933
H 2.716 -4.907 0.155
C 3.664 -5.258 -3.908
H -1.531 -0.354 -3.501
H -1.880 -3.151 -0.730
H 3.023 -0.934 -2.956
H -1.858 2.341 1.999
H -3.781 1.119 -1.486
H -0.470 -2.155 -1.180
C -1.041 -5.025 1.239
H 0.871 -3.716 2.709
H -1.581 0.611 2.196
C 3.815 -1.657 -3.194
H 2.029 -1.581 4.693
H 1.855 2.864 -2.090
H 1.843 1.288 -2.907
C 2.105 -1.023 0.446
H 0.545 -3.479 -2.938
C 0.432 1.467 -1.320
H 2.727 -1.269 -0.430
C 0.884 -0.290 3.432
H -0.564 -5.999 1.384
H 0.169 -5.351 -1.317
C 0.919 -3.056 1.825
H 0.338 -5.206 -4.332
C -0.987 -2.643 -0.348
C -0.718 0.364 -3.344
C -1.731 0.763 -0.990
O 1.571 0.697 3.215
H -1.312 -4.605 2.212
C 2.138 -5.518 -0.556
H 4.956 -5.165 -2.119
H 2.333 -0.021 0.823
C -0.672 0.824 -1.941
H 2.253 -5.529 -5.506
C -1.988 1.368 1.509
H 2.470 -6.937 -4.572
C 1.047 -1.084 4.683
*
```

=====

# 3
Formula: C4H5NO2
Source: OMol25
Level of theory: the ωB97M-V functional and the def2-TZVPD basis

Results
* Kohn-Sham gap: 9.10 eV
* ΔE to the lowest compared entry with this formula, charge and spin: 223.01 kJ/mol
* lowest unoccupied orbital energy: -1.1646 eV
* SMILES string: O=C1C=CC=N1.O
* E_tot: -9812.003 eV
* E_HOMO: -10.27 eV

```
! wB97M-V def2-TZVPD RIJCOSX def2/J DEFGRID3
* xyz 0 1
N 0.570 0.449 -0.641
C -0.198 -0.246 -1.327
H -0.306 -1.883 1.588
H -0.474 0.014 -2.350
C 0.678 -0.080 0.689
C -0.141 -1.358 0.670
H 0.824 2.276 0.718
O 1.597 0.154 1.432
O -0.174 2.351 0.789
C -0.662 -1.443 -0.520
H -0.566 2.023 -0.029
H -1.149 -2.258 -1.019
*
```

=====

# 4
Formula: C3H6N2OS2
Source: OMol25
Level of theory: the ωB97M-V functional and the def2-TZVPD basis

Results
* Kohn-Sham gap: 7.26 eV
* ΔE to the lowest compared entry with this formula, charge and spin: 433.14 kJ/mol
* lowest unoccupied orbital energy: -0.1149 eV
* E_tot: -29902.835 eV
* E_HOMO: -7.38 eV

```
! wB97M-V def2-TZVPD RIJCOSX def2/J DEFGRID3
* xyz 0 1
N -1.764 0.172 -0.382
C -2.352 -1.061 -2.429
H -2.321 0.285 0.483
S -3.799 -1.498 -2.963
N -2.362 0.087 -1.570
C -0.458 0.111 -0.291
O 0.192 0.134 0.868
H 1.797 -0.575 -0.074
H 2.189 0.713 1.243
S -0.898 -1.903 -2.538
H -3.391 0.509 -1.662
H 1.667 -0.931 1.629
H 0.077 -0.253 -1.270
C 1.591 -0.218 0.915
*
```